Molecular formula: C29H32AsN2NiO2P
Method: DFT, ωB97M-V/def2-TZVPD

Values from the calculation:
Lowest unoccupied orbital energy (alpha / beta)   -0.57 / -0.57 eV
Frontier orbital gap (alpha / beta)   7.6 / 7.6 eV
HOMO energy (alpha / beta)   -0.30138 / -0.30138 Eh

Each line ends with the Mulliken charge.
CARTESIAN COORDINATES (ANGSTROEM)
1 Ni 1.034 1.180 1.911  -0.337
2 C -1.791 0.672 2.822  -1.480
3 N -0.550 1.451 2.903  0.378
4 C -0.514 2.529 3.616  0.784
5 C 0.657 3.318 3.529  -0.442
6 C 1.139 4.487 4.107  -0.923
7 C 2.405 4.694 3.549  -0.665
8 C 2.633 3.646 2.656  -0.384
9 N 1.580 2.811 2.648  0.239
10 C -2.687 1.229 1.742  0.349
11 C -3.798 1.995 2.073  -0.564
12 C -4.588 2.562 1.082  -0.599
13 C -4.263 2.374 -0.253  -0.692
14 C -3.154 1.609 -0.592  -0.664
15 C -2.373 1.035 0.399  0.794
16 H -2.295 0.719 3.790  0.654
17 H -1.519 -0.363 2.634  0.146
18 H -1.365 2.809 4.231  0.440
19 H 0.631 5.105 4.830  0.450
20 H 3.082 5.507 3.754  0.435
21 H 3.504 3.469 2.042  0.457
22 H -4.055 2.142 3.117  0.381
23 H -5.455 3.150 1.353  0.385
24 H -4.873 2.819 -1.028  0.399
25 H -2.898 1.451 -1.632  0.492
26 H -1.511 0.434 0.132  0.166
27 O 0.021 -1.842 2.692  -0.710
28 C 0.506 -1.609 1.603  0.410
29 O 0.722 -0.421 1.101  0.141
30 C 0.954 -2.728 0.673  -1.143
31 P 1.119 -2.187 -1.086  0.056
32 C 1.442 -3.826 -1.853  0.602
33 C 2.728 -4.068 -2.328  -0.407
34 C 3.062 -5.296 -2.885  -0.597
35 C 2.105 -6.293 -2.983  -0.456
36 C 0.815 -6.061 -2.523  -0.695
37 C 0.487 -4.837 -1.961  -0.329
38 C -0.635 -1.924 -1.549  0.199
39 C -0.870 -1.285 -2.767  -0.421
40 C -2.163 -1.073 -3.222  -0.728
41 C -3.245 -1.482 -2.453  -0.560
42 C -3.025 -2.095 -1.228  -0.784
43 C -1.730 -2.316 -0.780  0.290
44 H 0.316 -3.600 0.814  0.516
45 H 1.957 -3.024 0.998  0.621
46 H 3.472 -3.281 -2.268  0.350
47 H 4.067 -5.468 -3.249  0.381
48 H 2.360 -7.249 -3.422  0.375
49 H 0.063 -6.835 -2.604  0.400
50 H -0.525 -4.664 -1.613  0.275
51 H -0.027 -0.952 -3.363  0.389
52 H -2.325 -0.585 -4.175  0.421
53 H -4.256 -1.316 -2.802  0.399
54 H -3.863 -2.402 -0.617  0.417
55 H -1.586 -2.797 0.180  0.327
56 C 2.932 3.599 -1.560  -1.174
57 As 2.529 1.688 -1.785  0.243
58 C 0.640 1.798 -1.269  -0.691
59 C 3.181 1.129 -0.016  0.191
60 H 2.558 3.964 -0.602  0.283
61 H 2.460 4.162 -2.365  0.389
62 H 4.008 3.761 -1.615  0.381
63 H 0.530 2.479 -0.419  0.371
64 H 0.295 0.805 -0.985  -0.362
65 H 0.027 2.166 -2.090  0.591
66 H 4.255 1.291 0.074  0.546
67 H 2.954 0.078 0.133  0.033
68 H 2.708 1.762 0.755  -0.734